Entry 1:
Formula: C5H8N2
Source: OMol25
Level of theory: ωB97M-V/def2-TZVPD

Last column: natural (NBO) charge in e.
Atoms and positions in Å:
C (-1.402, -0.843, 0.735)  -0.405
C (-1.245, -0.912, -0.797)  -0.400
C (0.650, 0.753, 0.108)  -0.442
C (2.120, 0.347, -0.075)  -0.310
C (-0.087, -0.583, 0.003)  0.012
N (2.103, -1.086, 0.006)  -0.111
N (0.986, -1.536, 0.016)  -0.112
H (-1.965, -0.187, 1.297)  0.219
H (-1.583, -1.755, 1.152)  0.213
H (-1.237, -1.944, -1.062)  0.235
H (-1.655, -0.161, -1.385)  0.220
H (0.474, 1.340, 1.159)  0.218
H (0.330, 1.510, -0.631)  0.225
H (2.552, 0.641, -1.134)  0.212
H (2.939, 0.662, 0.586)  0.227

Its HOMO-LUMO gap is 10.019 eV. As for the largest force on an atom: 3.53 eV/A. For the relative energy (zero: lowest compared OMol25 entry of this formula, charge and spin), the calculation gives 70.8 kcal/mol. The net charge is 0. The SMILES is C1CC2(CC2)N=N1.


Entry 2:
Formula: C35H39CaN2O9P3
Source: OMol25
Level of theory: ωB97M-V/def2-TZVPD

Last column: natural (NBO) charge in e.
Atoms and positions in Å:
Ca (-1.528, 1.573, -0.466)  1.807
O (6.224, -1.006, -1.588)  -0.715
C (5.413, -1.115, -0.425)  -0.086
C (4.104, -0.433, -0.705)  0.019
C (3.707, 0.703, -0.021)  -0.249
C (2.479, 1.272, -0.329)  0.063
N (1.652, 0.783, -1.247)  -0.453
C (2.046, -0.299, -1.923)  0.178
C (3.261, -0.929, -1.690)  -0.239
C (1.101, -0.835, -2.935)  0.180
C (1.552, -1.201, -4.201)  -0.261
C (0.640, -1.688, -5.124)  -0.001
C (1.078, -2.159, -6.490)  -0.087
O (2.338, -1.670, -6.899)  -0.704
C (-0.693, -1.776, -4.739)  -0.265
C (-1.042, -1.406, -3.450)  0.073
N (-0.170, -0.950, -2.559)  -0.421
H (7.038, -1.497, -1.444)  0.473
H (5.895, -0.652, 0.441)  0.175
H (5.219, -2.168, -0.191)  0.175
H (4.334, 1.136, 0.746)  0.234
H (2.147, 2.173, 0.173)  0.200
H (3.539, -1.813, -2.250)  0.229
H (2.596, -1.103, -4.470)  0.235
H (0.304, -1.923, -7.230)  0.173
H (1.179, -3.245, -6.460)  0.200
H (2.290, -0.714, -7.001)  0.467
H (-1.445, -2.134, -5.432)  0.217
H (-2.069, -1.465, -3.109)  0.199
C (-5.092, 0.856, -3.482)  -0.633
C (-4.415, 2.113, -2.973)  -0.452
O (-5.076, 3.280, -3.431)  -0.698
P (-2.634, 2.221, -3.461)  2.343
O (-2.633, 1.907, -5.022)  -0.976
O (-2.237, 3.761, -3.424)  -0.992
O (-1.672, 1.382, -2.698)  -1.187
P (-4.137, 2.112, -1.155)  2.325
O (-5.583, 2.537, -0.587)  -0.994
O (-3.140, 3.232, -0.928)  -1.230
O (-3.717, 0.766, -0.674)  -1.171
H (-5.111, 0.849, -4.571)  0.229
H (-6.115, 0.832, -3.108)  0.235
H (-4.558, -0.023, -3.121)  0.236
H (-5.193, 3.896, -2.700)  0.489
H (-1.778, 2.103, -5.434)  0.516
H (-2.397, 4.056, -2.500)  0.537
H (-5.638, 2.332, 0.360)  0.519
C (1.876, -2.164, 3.824)  -0.636
C (2.555, -0.834, 3.628)  -0.004
C (3.855, -0.682, 4.114)  -0.211
C (4.530, 0.525, 4.056)  -0.210
C (3.892, 1.637, 3.525)  -0.237
C (2.616, 1.496, 3.013)  -0.196
C (1.938, 0.272, 3.022)  -0.317
P (0.292, 0.419, 2.188)  0.812
C (-0.170, -1.296, 1.696)  -0.350
C (0.672, -1.780, 0.687)  -0.208
C (0.428, -2.975, 0.040)  -0.214
C (-0.699, -3.707, 0.382)  -0.209
C (-1.526, -3.253, 1.395)  -0.204
C (-1.280, -2.063, 2.082)  -0.002
C (-2.176, -1.715, 3.241)  -0.643
C (-0.711, 1.047, 3.555)  -0.474
C (-0.277, 1.037, 4.883)  -0.180
C (-0.948, 1.754, 5.854)  -0.287
C (-2.025, 2.557, 5.479)  -0.178
C (-2.458, 2.583, 4.171)  -0.286
C (-1.861, 1.781, 3.176)  0.146
C (-2.408, 1.669, 1.843)  -1.049
H (2.333, -2.698, 4.657)  0.214
H (1.966, -2.786, 2.932)  0.229
H (0.817, -2.035, 4.034)  0.225
H (4.338, -1.539, 4.571)  0.207
H (5.539, 0.604, 4.440)  0.212
H (4.396, 2.595, 3.495)  0.215
H (2.107, 2.359, 2.594)  0.214
H (1.547, -1.193, 0.427)  0.214
H (1.101, -3.330, -0.732)  0.209
H (-0.919, -4.641, -0.120)  0.210
H (-2.387, -3.848, 1.679)  0.207
H (-2.737, -2.597, 3.552)  0.211
H (-2.895, -0.935, 2.985)  0.236
H (-1.603, -1.355, 4.092)  0.231
H (0.604, 0.470, 5.163)  0.207
H (-0.626, 1.717, 6.887)  0.206
H (-2.535, 3.156, 6.225)  0.203
H (-3.303, 3.205, 3.896)  0.199
H (-3.326, 2.248, 1.725)  0.184
H (-2.595, 0.625, 1.572)  0.186

Its HOMO-LUMO gap is 6.385 eV. As for the largest force on an atom: 1.89 eV/A. The net charge is 0.


Entry 3:
Formula: C10H22O2PS5W
Source: OMol25
Level of theory: ωB97M-V/def2-TZVPD

Last column: natural (NBO) charge in e.
Atoms and positions in Å:
W (1.728, 0.978, 0.787)  0.615
C (0.961, 0.653, 4.137)  -0.529
C (-0.371, 1.139, 3.606)  -0.527
S (-0.513, 0.909, 1.783)  0.505
C (-1.119, 2.536, 1.165)  -0.528
C (-0.207, 3.716, 1.459)  -0.529
S (1.535, 3.491, 0.887)  0.442
C (2.534, 3.992, 2.335)  -0.523
C (2.258, 3.171, 3.580)  -0.537
S (2.388, 1.370, 3.254)  0.433
H (1.083, -0.428, 4.050)  0.283
H (1.072, 0.904, 5.195)  0.317
H (-0.564, 2.188, 3.824)  0.255
H (-1.189, 0.553, 4.031)  0.318
H (-2.098, 2.687, 1.629)  0.318
H (-1.297, 2.384, 0.099)  0.279
H (-0.170, 3.961, 2.519)  0.257
H (-0.576, 4.598, 0.929)  0.319
H (2.325, 5.051, 2.510)  0.316
H (3.570, 3.924, 1.997)  0.281
H (1.283, 3.377, 4.017)  0.253
H (3.012, 3.392, 4.340)  0.318
C (4.022, -2.577, -4.639)  -0.753
C (3.248, -3.140, -3.585)  0.236
O (3.112, -1.697, -1.931)  -0.982
P (2.802, -0.597, -1.025)  1.918
S (0.838, 0.329, -1.179)  0.067
S (2.763, -1.011, 1.107)  0.046
O (3.590, 0.755, -0.900)  -0.906
C (5.218, 0.939, -0.791)  0.018
C (5.935, -0.092, -1.579)  -0.695
H (3.934, -3.459, -5.335)  0.393
H (5.085, -2.462, -4.441)  0.287
H (3.572, -1.743, -5.173)  0.291
H (3.699, -3.850, -2.897)  0.239
H (2.167, -3.187, -3.664)  0.233
H (5.362, 0.895, 0.285)  0.214
H (5.277, 1.947, -1.188)  0.248
H (5.843, -1.098, -1.172)  0.240
H (6.995, 0.184, -1.495)  0.317
H (5.688, -0.053, -2.638)  0.252

As for the spin multiplicity: 2. Its HOMO-LUMO gap (alpha / beta) is 6.520 / 7.514 eV. As for the largest force on an atom: 1.31 eV/A. The expectation value of S² is 0.812. The net charge is +4.


Entry 4:
Formula: C31H58F2IN3O5P
Source: OMol25
Level of theory: ωB97M-V/def2-TZVPD

Last column: Löwdin charge in e.
Atoms and positions in Å:
C (5.038, -3.519, 2.777)  0.017
C (5.393, -2.849, 1.453)  -0.520
O (5.364, -3.448, 0.440)  0.135
N (5.749, -1.441, 1.548)  -0.126
C (7.217, -1.388, 1.226)  -0.046
C (5.069, -0.655, 0.499)  -0.234
C (3.562, -0.598, 0.659)  -0.183
C (2.818, -0.078, -0.614)  -0.157
C (1.766, 1.000, -0.322)  -0.113
C (2.214, 2.486, -0.204)  -0.365
N (2.986, 3.040, -1.324)  -0.052
C (4.431, 2.725, -1.326)  -0.029
C (2.397, 2.831, -2.635)  -0.471
C (2.550, 1.571, -3.476)  0.013
O (1.785, 3.721, -3.100)  0.150
C (0.890, 3.301, -0.233)  -0.039
N (0.039, 3.063, 0.968)  0.001
C (-1.361, 3.515, 0.686)  -0.083
C (-2.330, 3.149, 1.835)  -0.156
C (-3.692, 2.632, 1.367)  -0.361
C (-4.428, 2.171, 2.654)  -0.074
C (-3.567, 1.396, 0.435)  -0.189
C (-4.852, 0.528, 0.287)  -0.184
C (-4.743, -0.359, -0.955)  -0.106
C (-4.444, -1.718, -0.866)  -0.313
C (-5.554, -2.728, -1.089)  -0.041
C (-3.044, -2.151, -0.522)  -0.054
C (0.660, 3.787, 2.106)  -0.325
F (0.555, 5.116, 1.901)  0.100
C (2.070, 3.256, 2.372)  -0.443
C (2.828, 4.426, 3.097)  -0.382
C (2.278, 4.792, 4.479)  -0.045
F (4.149, 4.063, 3.300)  -0.054
P (1.875, 1.904, 3.701)  0.616
O (0.935, 0.678, 3.005)  -0.385
I (4.043, 0.857, 4.080)  0.653
C (2.936, 2.876, 1.119)  -0.068
H (5.834, -4.182, 3.118)  0.090
H (4.926, -2.740, 3.536)  0.060
H (4.067, -4.003, 2.675)  0.088
H (7.622, -2.382, 1.022)  0.092
H (7.797, -0.967, 2.049)  0.084
H (7.404, -0.815, 0.315)  0.084
H (5.545, 0.331, 0.487)  0.107
H (5.327, -1.104, -0.478)  0.128
H (3.220, 0.015, 1.494)  0.006
H (3.211, -1.613, 0.872)  0.119
H (2.271, -0.953, -0.981)  0.122
H (3.540, 0.154, -1.396)  0.086
H (1.041, 0.971, -1.147)  0.110
H (1.201, 0.646, 0.552)  0.105
H (4.725, 1.906, -0.669)  0.068
H (4.983, 3.606, -0.979)  0.097
H (4.763, 2.556, -2.350)  0.097
H (1.829, 0.817, -3.148)  0.084
H (3.535, 1.105, -3.390)  0.075
H (2.377, 1.767, -4.532)  0.095
H (0.279, 3.039, -1.097)  0.133
H (1.170, 4.347, -0.372)  0.163
H (-0.047, 2.079, 1.245)  0.154
H (-1.719, 3.065, -0.239)  0.124
H (-1.409, 4.593, 0.531)  0.147
H (-1.858, 2.394, 2.487)  0.109
H (-2.488, 4.034, 2.461)  0.128
H (-4.315, 3.436, 0.961)  0.149
H (-5.474, 1.932, 2.476)  0.080
H (-3.879, 1.356, 3.137)  0.089
H (-4.422, 2.990, 3.386)  0.082
H (-2.697, 0.819, 0.778)  0.106
H (-3.342, 1.778, -0.571)  0.104
H (-4.953, -0.087, 1.180)  0.109
H (-5.704, 1.201, 0.185)  0.118
H (-4.868, 0.159, -1.908)  0.106
H (-6.425, -2.191, -1.464)  0.081
H (-5.803, -3.172, -0.122)  0.095
H (-5.222, -3.465, -1.832)  0.058
H (-2.955, -3.225, -0.334)  0.077
H (-2.612, -1.553, 0.295)  0.068
H (-2.430, -1.937, -1.402)  0.083
H (0.061, 3.565, 3.002)  0.136
H (2.884, 5.297, 2.443)  0.153
H (2.738, 4.124, 5.212)  0.075
H (2.599, 5.796, 4.761)  0.096
H (1.198, 4.686, 4.575)  0.075
H (0.023, 0.996, 3.116)  0.023
H (3.597, 2.063, 1.430)  0.057
H (3.608, 3.721, 0.951)  0.127
O (-4.937, -4.031, -4.471)  0.096
C (-5.195, -5.199, -4.588)  -0.525
O (-5.725, -5.863, -3.542)  -0.009
C (-6.201, -7.211, -3.610)  -0.232
C (-5.072, -8.211, -3.466)  -0.065
C (-4.865, -5.951, -5.856)  0.012
H (-6.786, -7.369, -4.518)  0.116
H (-6.890, -7.322, -2.774)  0.123
H (-4.343, -8.117, -4.272)  0.067
H (-5.460, -9.230, -3.471)  0.084
H (-4.536, -8.042, -2.532)  0.083
H (-3.802, -6.191, -5.854)  0.098
H (-5.086, -5.305, -6.702)  0.093
H (-5.439, -6.863, -5.997)  0.069

Its HOMO-LUMO gap is 5.958 eV. As for the largest force on an atom: 3.19 eV/A. The net charge is +1.


Entry 5:
Formula: C28H34N4O8S
Source: OMol25
Level of theory: ωB97M-V/def2-TZVPD

Last column: natural (NBO) charge in e.
Atoms and positions in Å:
C (-2.752, -4.514, -1.964)  -0.266
H (-2.781, -5.120, -1.059)  0.189
O (-1.974, -3.379, -1.649)  -0.547
C (-1.595, -2.595, -2.748)  -0.064
C (-2.756, -1.884, -3.469)  -0.259
N (-3.505, -1.060, -2.557)  -0.620
C (-4.644, -1.494, -2.009)  0.678
O (-5.236, -2.497, -2.366)  -0.653
C (-5.218, -0.677, -0.856)  -0.616
H (-4.884, -1.140, 0.074)  0.275
H (-6.306, -0.711, -0.913)  0.255
S (-4.774, 1.074, -0.761)  0.270
C (-3.232, 0.973, 0.067)  0.342
N (-2.746, -0.201, 0.263)  -0.539
C (-1.558, -0.326, 0.914)  0.179
C (-0.893, 0.804, 1.425)  -0.162
C (0.311, 0.683, 2.142)  -0.257
C (0.806, -0.578, 2.300)  0.283
C (0.168, -1.704, 1.744)  0.268
C (-1.008, -1.614, 1.054)  -0.278
H (-1.497, -2.461, 0.605)  0.266
O (0.901, -2.817, 2.028)  -0.469
C (2.027, -2.376, 2.753)  0.237
O (1.933, -0.986, 2.964)  -0.499
H (2.940, -2.597, 2.175)  0.160
H (2.069, -2.895, 3.722)  0.162
H (0.795, 1.561, 2.534)  0.254
C (-1.427, 2.126, 1.146)  0.662
O (-0.879, 3.172, 1.445)  -0.642
N (-2.644, 2.138, 0.454)  -0.462
C (-3.192, 3.427, 0.076)  -0.234
H (-4.272, 3.414, 0.240)  0.221
H (-2.726, 4.160, 0.740)  0.249
C (-2.880, 3.772, -1.382)  -0.410
C (-1.387, 3.632, -1.678)  -0.511
C (-0.995, 2.172, -1.849)  0.703
O (-1.733, 1.345, -2.360)  -0.687
N (0.253, 1.868, -1.452)  -0.612
H (0.785, 2.528, -0.906)  0.405
C (0.828, 0.558, -1.668)  -0.226
H (0.594, -0.108, -0.829)  0.207
H (0.339, 0.161, -2.563)  0.222
C (2.348, 0.628, -1.867)  -0.416
C (3.104, 0.430, -0.582)  -0.036
C (3.856, -0.713, -0.373)  -0.223
C (4.557, -0.894, 0.807)  -0.287
C (4.512, 0.044, 1.829)  0.221
C (3.709, 1.187, 1.651)  0.346
C (3.045, 1.363, 0.443)  -0.265
H (2.472, 2.272, 0.342)  0.210
O (3.527, 2.194, 2.549)  -0.516
C (3.686, 1.946, 3.930)  -0.248
H (3.208, 2.790, 4.429)  0.189
H (4.739, 1.902, 4.215)  0.187
H (3.190, 1.018, 4.222)  0.186
O (5.224, -0.071, 2.995)  -0.509
C (6.010, -1.217, 3.197)  -0.247
H (5.404, -2.129, 3.205)  0.170
H (6.469, -1.085, 4.176)  0.202
H (6.797, -1.307, 2.441)  0.179
H (5.159, -1.782, 0.917)  0.219
H (3.914, -1.472, -1.140)  0.211
H (2.601, 1.594, -2.311)  0.216
H (2.644, -0.149, -2.572)  0.220
H (-0.796, 4.098, -0.890)  0.233
H (-1.157, 4.127, -2.625)  0.241
H (-3.431, 3.106, -2.049)  0.236
H (-3.208, 4.795, -1.567)  0.219
H (-3.019, -0.247, -2.201)  0.442
H (-3.446, -2.614, -3.898)  0.228
H (-2.342, -1.259, -4.264)  0.206
H (-0.920, -1.844, -2.331)  0.186
H (-1.048, -3.205, -3.486)  0.162
H (-2.290, -5.093, -2.773)  0.158
H (-3.774, -4.242, -2.245)  0.206

Its HOMO-LUMO gap is 8.442 eV. As for the largest force on an atom: 1.34 eV/A. The net charge is 0. The SMILES is COCCNC(=O)CSc1nc2cc3c(cc2c(=O)n1CCCC(=O)NCCc1ccc(OC)c(OC)c1)OCO3.


Entry 6:
Formula: C4H8
Source: OMol25
Level of theory: ωB97M-V/def2-TZVPD

Last column: natural (NBO) charge in e.
Atoms and positions in Å:
C (-0.845, 0.809, 0.637)  -0.752
C (-1.051, 0.238, -0.629)  -0.088
C (-1.619, -0.870, -0.123)  -0.398
C (-0.696, 0.729, -1.949)  -0.739
H (-1.644, 0.738, 1.330)  0.168
H (-0.468, 1.948, 0.706)  0.129
H (5.336, -1.792, 2.214)  0.003
H (-2.740, -0.698, -0.016)  0.148
H (-1.268, -1.752, 0.485)  0.184
H (-0.836, 0.291, -2.944)  0.175
H (5.736, -1.145, 2.078)  -0.003
H (0.096, 1.503, -1.789)  0.173

As for the spin multiplicity: 2. Its HOMO-LUMO gap (alpha / beta) is 5.572 / 5.647 eV. As for the largest force on an atom: 8.54 eV/A. For the relative energy (zero: lowest compared OMol25 entry of this formula, charge and spin), the calculation gives 95.8 kcal/mol. The expectation value of S² is 0.757. The net charge is -1.